No. 1
Entry from the Open Molecules 2025 dataset: a molecular structure, C30H43F5InP2 (ωB97M-V/def2-TZVPD).

Results
Gap between HOMO and LUMO (alpha / beta) (eV): 5.59 / 5.57
Highest occupied orbital energy (alpha / beta) (eV): -9.3 / -9.3
Total energy (Eh): -2540.7382
Max |F| (eV Å⁻¹): 2.8
Charge: +1
Energy relative to the best compared isomer or geometry (same formula, charge and spin) (eV): 0.8611

```
81
Properties=species:S:1:pos:R:3:forces:R:3:lowdin_charge:R:1
In 0.7145 -1.1839 1.3837 1.234 1.080 2.311 0.8384
C 2.5188 1.3900 2.6518 -1.278 0.719 0.112 -0.2815
C 1.3541 2.1566 2.9323 1.197 -0.900 0.124 -0.2399
C 1.2618 0.2607 4.2316 -1.827 0.815 -0.697 -0.2621
C 2.4755 0.2177 3.4581 -0.888 -1.049 -2.123 -0.2497
C 0.5762 1.4535 3.8900 1.208 -1.221 0.394 -0.2661
C 3.6681 1.7743 1.7985 0.598 0.187 -0.126 -0.0606
H 3.4035 2.5699 1.0925 0.096 -0.128 0.084 0.0595
H 4.0697 0.9195 1.2307 -0.081 0.253 0.047 0.0676
H 4.4968 2.1545 2.4209 -0.135 -0.052 -0.320 0.0966
C 3.5434 -0.8121 3.5393 0.637 -0.235 0.428 -0.0561
H 4.2415 -0.7070 2.6946 -0.193 -0.159 0.314 0.0768
H 3.1464 -1.8420 3.5580 0.256 0.464 0.098 0.0621
H 4.1274 -0.6642 4.4652 -0.050 -0.161 -0.255 0.1017
C 0.8312 -0.6960 5.2830 0.011 -0.337 0.524 -0.0429
H 1.3657 -0.5066 6.2310 -0.176 -0.113 -0.222 0.0973
H 1.0179 -1.7460 5.0107 -0.054 0.318 0.133 0.0622
H -0.2423 -0.5740 5.4964 0.345 -0.135 -0.028 0.0722
C -0.6870 1.9007 4.5164 -0.474 0.204 0.285 -0.0581
H -0.5255 2.3372 5.5170 -0.110 -0.083 -0.304 0.0976
H -1.3791 1.0552 4.6511 0.010 0.246 0.002 0.0617
H -1.1780 2.6622 3.9006 -0.057 -0.062 0.167 0.0627
C 1.0282 3.5013 2.4050 -0.191 0.582 -0.256 -0.0506
H 1.2832 4.3012 3.1267 -0.116 -0.292 -0.309 0.0987
H -0.0545 3.5876 2.2035 0.339 0.121 -0.018 0.0666
H 1.5768 3.7166 1.4754 -0.196 0.021 0.240 0.0629
C -0.3878 0.4500 -5.3170 0.226 -0.491 0.014 -0.1138
C 0.1086 1.6765 -5.1765 0.352 0.262 -0.369 -0.1242
C -0.6090 2.9803 -5.4459 0.120 -0.002 0.216 -0.1820
C -2.1351 2.9641 -5.2864 -0.295 0.453 -0.219 -0.2015
C -2.6486 2.4336 -3.9762 -0.247 -0.456 0.458 -0.0916
C -2.9067 1.1542 -3.6530 -0.324 0.820 -0.218 -0.1409
C -2.7891 -0.0483 -4.5491 0.042 -0.072 0.140 -0.1855
C -1.7948 0.0694 -5.7106 0.044 -0.313 -0.370 -0.1932
H -0.3898 3.3205 -6.4720 0.094 -0.136 0.277 0.1243
H -2.5912 2.4395 -6.1310 0.042 0.315 0.266 0.0999
H -0.1753 3.7450 -4.7839 -0.149 -0.114 -0.120 0.1091
H -2.1920 0.7545 -6.4650 0.174 -0.378 0.133 0.0997
H 0.2797 -0.4221 -5.2233 -0.112 0.531 0.210 0.1034
H 1.1828 1.8090 -4.9617 -0.497 -0.274 -0.053 0.1028
H -1.7386 -0.9208 -6.1886 -0.084 0.302 0.049 0.1169
H -2.5240 -0.9105 -3.9180 -0.038 0.060 -0.188 0.0974
H -3.3504 0.9419 -2.6700 0.116 0.225 -0.321 0.0899
H -3.7773 -0.2839 -4.9766 0.176 0.036 0.206 0.1255
H -2.4746 4.0093 -5.3531 0.076 -0.294 -0.120 0.1164
H -2.8838 3.2244 -3.2536 0.150 -0.442 0.019 0.1064
P 0.7716 0.1174 -0.8252 0.517 -0.777 0.058 0.8180
P -1.7593 -0.3676 1.2881 0.168 -0.710 0.251 0.7986
C -0.9302 -0.2433 -1.4801 -0.007 0.093 -0.135 -0.3548
C -1.9803 -0.8670 -0.4848 0.128 -0.045 0.027 -0.3630
H -0.7945 -0.9078 -2.3507 -0.173 0.246 0.314 0.0861
H -1.3211 0.7103 -1.8769 0.256 -0.366 0.118 0.0600
H -2.9915 -0.5250 -0.7479 0.245 -0.233 -0.245 0.0790
H -1.9586 -1.9678 -0.5565 0.001 0.406 0.106 0.0852
C -2.6874 -1.4896 2.3867 -0.606 -0.269 -0.188 -0.2362
H -2.7727 -1.0289 3.3885 0.128 -0.126 -0.505 0.0610
H -2.1726 -2.4597 2.4986 -0.178 0.426 -0.126 0.0487
H -3.7033 -1.6648 1.9886 0.352 0.023 0.277 0.0652
C -2.6249 1.2144 1.3806 -0.086 0.444 0.088 -0.2180
H -3.5958 1.1270 0.8651 0.332 -0.019 0.155 0.0680
H -2.0300 1.9995 0.8954 -0.180 -0.116 0.172 0.0533
H -2.8090 1.4883 2.4297 0.211 -0.041 -0.339 0.0523
C 2.1022 -0.8369 -1.6410 -0.329 -0.147 -0.670 -0.2403
H 3.0673 -0.4654 -1.2604 -0.388 -0.061 -0.092 0.0626
H 2.0527 -0.6923 -2.7317 0.189 -0.131 0.290 0.0595
H 2.0148 -1.9089 -1.4056 0.022 0.397 -0.170 0.0345
C 1.2078 1.8218 -1.2183 -0.001 0.586 0.069 -0.2111
H 0.6042 2.5292 -0.6358 0.159 -0.140 -0.131 0.0523
H 1.0659 2.0204 -2.2929 -0.104 -0.216 0.285 0.0526
H 2.2697 1.9852 -0.9838 -0.350 -0.108 0.082 0.0561
F 1.5483 -3.6619 3.6458 -0.201 -0.590 -1.101 0.0467
C 1.2497 -4.2265 2.4296 0.203 -0.323 0.870 -0.2121
C 0.8840 -3.4095 1.3749 -0.387 0.025 -0.609 -0.1112
C 0.5439 -4.0826 0.2114 -0.035 -0.795 -0.113 -0.2325
F 0.1200 -3.3712 -0.8883 0.239 -0.269 0.589 0.0205
C 0.5781 -5.4854 0.0819 -0.210 0.272 -0.663 -0.1222
F 0.2137 -6.0454 -1.0885 0.227 0.251 0.662 0.1154
C 0.9766 -6.2912 1.1496 -0.002 -0.010 0.202 -0.0927
F 1.0190 -7.6422 1.0493 -0.049 1.674 0.100 0.1311
C 1.3091 -5.6334 2.3425 0.206 0.094 0.382 -0.1147
F 1.6952 -6.3531 3.4098 -0.266 0.439 -0.627 0.1260
```
Forces are in eV/Å.


No. 2
Entry from the Open Molecules 2025 dataset: 2 unconnected molecules or ions with the total composition C4H14NOS (ωB97M-V/def2-TZVPD).

Results
Gap between HOMO and LUMO (eV): 9.97
Highest occupied orbital energy (eV): -13.2
Total energy (Eh): -688.7395
Max |F| (eV Å⁻¹): 1.6
Charge: +1
Energy relative to the best compared isomer or geometry (same formula, charge and spin) (eV): 0.6327

```
21
Properties=species:S:1:pos:R:3:forces:R:3:lowdin_charge:R:1
C -2.0703 -1.2067 0.2575 0.045 1.359 -0.849 -0.0259
C -0.9951 -0.1811 0.5666 0.963 0.022 0.691 -0.3407
C 0.2604 -0.8304 1.1607 0.055 -0.506 -0.483 -0.2485
C 1.2400 0.1023 1.8508 -0.017 0.463 -0.776 -0.4764
S 2.1145 1.1239 0.5725 0.048 -0.203 0.428 0.7434
N -0.5397 0.6230 -0.6707 -1.245 -0.907 0.577 0.1901
H -2.3770 -1.5870 1.2234 0.015 -0.737 -0.159 0.1019
H -1.7001 -1.8931 -0.5045 -0.047 -0.610 0.544 0.1022
H -2.9533 -0.7393 -0.1908 0.011 0.102 0.140 0.0922
H -1.3390 0.5676 1.2822 -0.259 0.096 -0.203 0.1544
H -0.0390 -1.6487 1.8156 -0.162 0.252 0.308 0.1314
H 0.7697 -1.3624 0.3511 0.141 -0.017 -0.101 0.1217
H 2.0203 -0.4530 2.3469 -0.039 -0.173 0.342 0.0778
H 0.7100 0.7738 2.5209 0.161 -0.079 0.284 0.0807
H 3.0831 1.5720 1.3855 -0.107 0.134 -0.117 -0.1114
H 0.0856 0.0497 -1.2481 0.087 0.269 -0.117 0.1349
H -0.0681 1.4685 -0.3393 0.213 0.097 -0.348 0.0845
H -1.3942 0.8257 -1.1907 0.243 0.343 -0.259 0.1670
H 1.5682 0.8319 -4.3416 -0.121 0.088 0.122 0.0593
H 0.5572 1.3609 -3.2973 -0.145 0.817 -0.322 0.0115
O 1.0667 0.6024 -3.5505 0.163 -0.810 0.299 -0.0500
```
Forces are in eV/Å.


No. 3
Entry from the Open Molecules 2025 dataset: 2 unconnected molecules or ions with the total composition C13H19ClNOS (ωB97M-V/def2-TZVPD).

Results
Gap between HOMO and LUMO (eV): 8.65
Highest occupied orbital energy (eV): -11.5
Total energy (Eh): -1494.4575
Max |F| (eV Å⁻¹): 18.7
Charge: +1
Energy relative to the best compared isomer or geometry (same formula, charge and spin) (eV): 1.3480

```
36
Properties=species:S:1:pos:R:3:forces:R:3:lowdin_charge:R:1
C -0.1836 3.7735 0.5524 2.095 0.705 -2.414 0.0345
C 0.1456 2.4748 0.2972 -3.492 0.303 1.931 -0.1898
C 1.2494 2.0368 -0.5951 -6.222 -6.919 0.376 -0.0826
N 2.0801 1.0781 0.2083 -4.682 -2.994 -9.920 0.0866
H 2.3431 1.4804 0.8964 4.378 7.032 11.407 0.0640
C 3.1551 0.5200 -0.4510 -0.905 -2.532 -3.157 -0.1175
H 3.4644 1.2234 -1.0551 1.714 3.834 -3.731 0.0996
H 3.9835 0.4222 0.0933 2.850 -1.358 2.957 0.1268
C 2.7919 -0.6833 -1.2866 5.732 -2.356 6.213 -0.0274
O 2.4172 -1.5884 -0.1678 0.798 2.082 -0.343 -0.1763
C 1.3331 -2.3044 -0.4584 1.168 -7.282 -2.090 -0.4249
C 0.4594 -2.5981 0.6849 1.850 -4.775 2.410 -0.5273
H -0.2879 -3.5022 0.5137 1.234 2.373 0.332 0.1617
H 1.2063 -3.0338 1.6097 -1.929 0.869 -2.651 0.1599
S 0.0166 -1.0950 1.3228 -1.684 2.444 2.228 1.0113
C -1.6941 -0.8756 0.9337 6.623 -7.477 -10.001 -0.5036
C -2.4320 -0.1913 1.6073 -7.969 8.861 7.434 -0.1855
C -3.7901 0.1674 1.1991 1.856 0.329 -3.484 -0.0121
C -4.0959 -0.2451 -0.1301 -6.474 4.818 8.058 -0.5997
C -3.3899 -1.1239 -0.6900 2.974 -5.488 -8.375 -0.1739
C -2.1146 -1.4149 -0.4665 -8.077 10.933 12.811 0.0548
H -1.5499 -1.9550 -0.8111 9.987 -10.186 -7.399 -0.0449
H -3.7199 -1.5059 -1.6653 -0.437 -0.097 0.296 0.1451
Cl -5.8670 0.0004 -0.4409 1.362 -0.071 -0.710 0.6332
H -4.4136 1.0177 1.4555 0.278 -0.385 1.369 0.1004
H -2.0331 0.4159 2.4744 -0.549 -1.188 -0.520 0.1431
H 1.8614 -3.6393 -0.7756 -1.718 3.528 0.346 0.2170
H 0.8081 -1.9809 -1.3398 -0.401 0.136 -0.376 0.1011
H 1.9902 -0.5912 -1.8428 -3.380 0.601 -3.539 0.0633
H 3.7637 -1.1712 -1.6104 -1.483 0.930 -0.842 0.1814
H 1.5044 0.3745 0.5584 -2.187 -2.238 0.801 0.0376
H 0.6378 1.3003 -1.4885 2.223 2.257 2.399 0.2352
H 1.6820 2.8074 -0.9993 3.276 3.888 -2.247 0.0689
H -0.6509 1.6133 0.7571 2.575 2.411 -1.389 0.1472
H -1.0751 4.0608 1.0869 0.036 -0.136 0.246 0.0515
H 0.4046 4.7325 0.0232 -1.421 -2.853 1.574 0.1414
```
Forces are in eV/Å.


No. 4
Entry from the Open Molecules 2025 dataset: 3 unconnected molecules or ions with the total composition C4H8N2O (ωB97M-V/def2-TZVPD).

Results
Gap between HOMO and LUMO (alpha / beta) (eV): 8.25 / 7.90
Highest occupied orbital energy (alpha / beta) (eV): -7.8 / -7.4
Total energy (Eh): -341.7227
Max |F| (eV Å⁻¹): 1.9
Charge: 0
Energy relative to the best compared isomer or geometry (same formula, charge and spin) (eV): 7.6461

```
15
Properties=species:S:1:pos:R:3:forces:R:3:lowdin_charge:R:1
C 0.3395 -0.6287 0.2697 1.319 1.003 0.846 -0.2336
C -0.9419 -0.8921 0.9666 -0.371 -0.022 -0.022 -0.0665
C 0.6542 0.6047 -0.2307 -0.837 -0.317 -0.258 -0.1596
C 0.9482 1.8318 -0.5322 0.191 -0.273 -0.342 0.0450
O 1.4919 0.0571 1.6884 -0.167 -0.622 0.306 -0.1935
N -0.4479 -0.0598 -2.0378 -0.626 0.177 -0.853 0.0242
N -1.5863 -0.3535 -2.1765 0.148 -0.184 0.254 -0.0031
H 2.3942 -0.1986 1.4417 -0.160 -0.057 -0.048 0.0137
H 0.9072 -1.4758 -0.1002 -0.014 0.050 0.008 0.1333
H -2.1406 -0.6465 -1.3096 0.310 0.296 -0.321 0.0560
H -1.7286 -1.1778 0.2389 0.290 -0.037 0.325 0.0525
H -1.2933 -0.0083 1.4963 0.084 -0.017 -0.009 0.0989
H -0.8284 -1.7152 1.6711 0.002 0.038 -0.052 0.0912
H 1.5560 2.4406 0.1249 -0.062 -0.051 0.049 0.0769
H 0.6760 2.2221 -1.5104 -0.106 0.017 0.119 0.0645
```
Forces are in eV/Å.